242
Properties=species:S:1:pos:R:3 method="wB97M-V/def2-TZVPD" total_charge=+2 e_homo_ev=-6.287 multiplicity=1 lumo_energy_ev=-2.79
C -1.71 10.92 -4.85
C -0.94 12.28 -5.01
C 0.60 12.11 -5.27
C 0.75 11.41 -6.60
P 2.50 11.49 -7.27
C 2.81 10.41 -8.77
C 2.06 9.11 -8.77
C 2.66 7.91 -9.56
C 3.76 8.19 -10.62
C 3.40 10.78 -5.88
C 3.20 9.24 -5.58
C 3.90 8.87 -4.22
C 4.03 7.36 -4.14
C 3.06 13.25 -7.48
C 4.42 13.64 -8.13
C 4.59 13.09 -9.54
C 5.73 13.66 -10.43
H -1.59 10.47 -3.87
H -1.53 10.25 -5.70
H -2.77 11.15 -4.85
H -1.13 12.94 -4.16
H -1.35 12.81 -5.87
H 0.96 11.49 -4.45
H 1.04 13.11 -5.33
H 0.23 11.91 -7.42
H 0.36 10.41 -6.45
H 3.89 10.42 -8.93
H 2.44 11.01 -9.61
H 1.06 9.43 -9.10
H 1.89 8.70 -7.78
H 1.88 7.24 -9.91
H 3.09 7.15 -8.90
H 3.40 8.97 -11.28
H 4.06 7.32 -11.21
H 4.72 8.45 -10.17
H 3.22 11.44 -5.02
H 4.42 10.98 -6.19
H 3.69 8.67 -6.37
H 2.16 8.97 -5.45
H 3.21 9.27 -3.48
H 4.89 9.29 -4.08
H 4.66 7.22 -3.26
H 4.60 6.98 -4.99
H 3.11 6.77 -4.11
H 2.87 13.79 -6.55
H 2.33 13.73 -8.12
H 5.27 13.31 -7.53
H 4.58 14.71 -8.12
H 3.66 13.30 -10.06
H 4.82 12.03 -9.62
H 6.71 13.19 -10.33
H 5.88 14.73 -10.45
H 5.50 13.45 -11.48
C -0.03 -2.67 9.05
C -0.64 -1.56 9.87
C -0.19 -0.17 9.45
C -0.83 0.35 8.10
P 0.08 1.90 7.51
C -0.46 3.32 8.55
C -1.94 3.30 8.98
C -2.34 4.79 9.23
C -1.74 5.39 10.54
C 1.85 1.85 7.56
C 2.47 0.54 6.95
C 4.06 0.46 7.31
C 4.91 1.32 6.38
C -0.37 2.31 5.76
C -0.04 3.71 5.22
C -0.18 3.78 3.72
C -0.10 5.20 3.08
H -0.35 -3.67 9.35
H 1.04 -2.55 9.22
H -0.27 -2.55 8.00
H -0.52 -1.83 10.92
H -1.71 -1.70 9.72
H 0.90 -0.20 9.34
H -0.37 0.62 10.18
H -1.91 0.49 8.17
H -0.81 -0.35 7.27
H -0.19 4.20 7.97
H 0.20 3.36 9.42
H -2.14 2.64 9.82
H -2.54 2.96 8.13
H -3.43 4.89 9.19
H -2.02 5.35 8.35
H -0.65 5.46 10.53
H -2.01 4.80 11.42
H -2.24 6.32 10.81
H 2.16 1.92 8.60
H 2.09 2.74 6.99
H 2.40 0.61 5.86
H 1.98 -0.35 7.35
H 4.44 -0.56 7.25
H 4.27 0.72 8.35
H 4.74 2.38 6.58
H 4.63 1.14 5.35
H 5.95 1.17 6.69
H -1.35 1.94 5.47
H 0.36 1.65 5.31
H 0.94 4.03 5.59
H -0.77 4.41 5.64
H -1.18 3.42 3.47
H 0.49 3.09 3.21
H 0.75 5.77 3.45
H -1.09 5.64 3.20
H 0.01 4.98 2.01
C 0.42 -9.63 -5.24
C 1.45 -9.74 -4.11
C 2.77 -8.91 -4.31
C 3.75 -9.15 -3.17
P 5.42 -8.56 -3.51
C 5.20 -6.73 -4.12
C 6.34 -5.77 -3.84
C 5.97 -4.31 -4.23
C 7.16 -3.36 -3.78
C 6.55 -8.57 -2.06
C 5.85 -7.74 -0.89
C 6.76 -7.52 0.30
C 7.93 -6.47 0.19
C 6.33 -9.38 -4.91
C 7.72 -8.78 -5.16
C 8.86 -9.76 -4.91
C 10.32 -9.29 -5.12
H -0.44 -10.15 -4.81
H 0.68 -10.03 -6.22
H 0.05 -8.62 -5.42
H 1.79 -10.78 -4.03
H 1.11 -9.51 -3.10
H 2.55 -7.84 -4.31
H 3.23 -9.28 -5.23
H 3.72 -10.20 -2.87
H 3.40 -8.55 -2.33
H 4.25 -6.29 -3.82
H 5.11 -6.92 -5.19
H 7.26 -5.92 -4.40
H 6.63 -5.81 -2.79
H 5.06 -3.92 -3.78
H 5.77 -4.29 -5.30
H 7.42 -3.44 -2.73
H 6.88 -2.32 -3.95
H 8.03 -3.45 -4.42
H 7.51 -8.22 -2.42
H 6.77 -9.56 -1.64
H 4.97 -8.14 -0.40
H 5.47 -6.77 -1.19
H 7.21 -8.43 0.68
H 6.11 -7.15 1.09
H 8.33 -6.44 1.20
H 7.52 -5.48 -0.01
H 8.70 -6.86 -0.47
H 5.75 -9.45 -5.83
H 6.49 -10.37 -4.49
H 7.87 -7.94 -4.49
H 7.74 -8.44 -6.19
H 8.71 -10.73 -5.40
H 8.91 -9.98 -3.84
H 10.52 -8.39 -4.53
H 10.39 -9.04 -6.18
H 11.08 -10.05 -4.94
C -7.84 1.53 4.12
C -7.74 0.31 5.05
C -8.23 -1.03 4.43
C -7.66 -2.25 5.24
P -8.12 -3.91 4.82
C -7.79 -4.44 3.08
C -8.96 -4.10 2.18
C -8.44 -3.79 0.69
C -9.51 -4.01 -0.39
C -9.93 -4.14 5.40
C -10.50 -5.54 5.16
C -11.83 -5.77 5.82
C -11.66 -5.79 7.37
C -6.94 -4.94 5.88
C -7.17 -6.41 6.00
C -6.02 -7.35 6.26
C -5.00 -7.52 5.11
H -7.30 2.45 4.31
H -8.85 1.94 4.19
H -7.65 1.18 3.10
H -8.13 0.45 6.06
H -6.67 0.10 5.11
H -7.91 -1.02 3.39
H -9.31 -0.99 4.59
H -8.04 -2.24 6.26
H -6.58 -2.16 5.30
H -7.57 -5.50 3.02
H -6.92 -3.81 2.88
H -9.48 -3.16 2.40
H -9.70 -4.90 2.23
H -7.66 -4.49 0.42
H -7.94 -2.83 0.65
H -9.80 -5.06 -0.39
H -9.21 -3.56 -1.33
H -10.41 -3.43 -0.18
H -10.59 -3.36 5.01
H -9.88 -3.91 6.47
H -9.79 -6.31 5.44
H -10.67 -5.63 4.08
H -12.34 -6.64 5.41
H -12.47 -4.93 5.56
H -11.38 -4.85 7.85
H -10.96 -6.57 7.65
H -12.60 -6.08 7.83
H -6.84 -4.47 6.86
H -5.93 -4.85 5.49
H -7.69 -6.83 5.14
H -7.92 -6.40 6.79
H -6.37 -8.36 6.48
H -5.52 -6.98 7.16
H -4.16 -8.12 5.46
H -4.52 -6.60 4.78
H -5.42 -8.11 4.29
C -0.99 0.43 -5.53
O -1.77 -0.69 -5.85
O -0.07 0.38 -6.57
C -1.99 1.66 -5.20
F -2.49 2.34 -6.29
F -3.08 1.28 -4.57
F -1.46 2.56 -4.39
C -2.19 -1.53 -4.80
C -3.21 -2.50 -5.40
H -3.93 -2.79 -4.64
H -3.74 -2.07 -6.25
H -2.75 -3.45 -5.70
H -2.79 -1.08 -4.01
H -1.29 -2.09 -4.54
H -0.55 0.23 -4.55
C 0.07 -3.58 1.92
O 1.00 -2.46 1.65
O -1.11 -2.99 2.41
C 0.06 -4.62 0.73
F -0.07 -5.86 1.08
F -0.98 -4.53 -0.07
F 1.12 -4.52 -0.13
C 0.70 -1.68 0.48
C 2.05 -0.93 0.22
H 2.50 -0.36 1.03
H 2.78 -1.70 -0.02
H 2.04 -0.24 -0.63
H -0.10 -0.99 0.75
H 0.50 -2.23 -0.44
H 0.57 -3.97 2.81

***

112
Properties=species:S:1:pos:R:3 method="wB97M-V/def2-TZVPD" e_homo_ev=-9.486 multiplicity=1 lumo_energy_ev=-0.55 smiles="O=[N+]([O-])c1ccccc1.O=[N+]([O-])c1ccccc1.O=[N+]([O-])c1ccccc1.O=[N+]([O-])c1ccccc1.O=[N+]([O-])c1ccccc1.O=[N+]([O-])c1ccccc1.O=[N+]([O-])c1ccccc1.O=[N+]([O-])c1ccccc1"
O 6.12 2.18 4.66
N 5.40 1.22 4.93
O 5.26 0.70 6.02
C 4.66 0.64 3.83
C 4.76 1.19 2.53
C 3.99 0.60 1.56
C 3.08 -0.35 1.84
C 2.86 -0.75 3.17
C 3.64 -0.22 4.16
H 5.53 1.99 2.35
H 4.06 0.93 0.50
H 2.57 -0.84 1.04
H 2.06 -1.42 3.49
H 3.42 -0.40 5.22
O -2.46 3.09 2.69
N -1.70 3.48 1.80
O -1.08 2.78 1.04
C -1.46 4.93 1.79
C -2.19 5.76 2.56
C -1.91 7.15 2.54
C -0.91 7.63 1.73
C -0.19 6.79 0.91
C -0.45 5.40 0.91
H -3.00 5.44 3.25
H -2.38 7.80 3.21
H -0.66 8.66 1.71
H 0.57 7.31 0.32
H 0.06 4.71 0.32
O -0.47 0.36 2.68
N -0.41 0.98 3.75
O -1.26 0.98 4.60
C 0.76 1.79 4.06
C 1.09 1.94 5.40
C 2.24 2.68 5.70
C 2.94 3.27 4.70
C 2.45 3.27 3.37
C 1.38 2.47 3.01
H 0.66 1.32 6.13
H 2.59 2.75 6.74
H 3.95 3.61 4.98
H 3.06 3.76 2.63
H 0.99 2.39 2.06
O -2.20 5.04 -1.43
N -3.20 5.25 -2.07
O -3.83 6.29 -2.22
C -3.61 4.12 -2.89
C -3.12 2.90 -2.51
C -3.58 1.81 -3.20
C -4.46 1.93 -4.30
C -4.89 3.19 -4.65
C -4.51 4.30 -3.91
H -2.45 2.82 -1.63
H -3.13 0.85 -2.86
H -4.74 1.02 -4.76
H -5.51 3.32 -5.58
H -5.01 5.23 -4.07
O 4.24 -4.13 -6.34
N 4.21 -2.90 -6.36
O 3.23 -2.19 -6.37
C 5.54 -2.25 -6.29
C 5.66 -0.85 -6.45
C 6.91 -0.26 -6.16
C 8.01 -1.06 -5.78
C 7.84 -2.44 -5.63
C 6.58 -3.00 -5.87
H 4.98 -0.17 -6.91
H 7.04 0.80 -6.40
H 9.00 -0.62 -5.84
H 8.67 -3.14 -5.48
H 6.54 -4.05 -5.91
O -5.68 -4.74 2.56
N -4.99 -3.74 2.74
O -5.43 -2.62 2.87
C -3.48 -3.92 2.88
C -2.92 -5.21 2.88
C -1.56 -5.48 2.98
C -0.75 -4.34 2.98
C -1.22 -3.03 2.85
C -2.60 -2.78 2.89
H -3.65 -6.03 2.88
H -1.15 -6.46 3.06
H 0.32 -4.33 3.09
H -0.62 -2.16 2.69
H -2.87 -1.73 3.00
O 0.73 -4.74 -2.22
N 0.06 -4.55 -1.25
O 0.46 -4.12 -0.19
C -1.37 -4.82 -1.46
C -1.78 -5.21 -2.70
C -3.18 -5.47 -2.98
C -4.09 -5.32 -1.90
C -3.60 -5.04 -0.61
C -2.27 -4.76 -0.38
H -0.97 -5.36 -3.45
H -3.56 -5.82 -3.95
H -5.14 -5.44 -2.03
H -4.31 -4.82 0.18
H -1.94 -4.43 0.65
O 0.74 0.15 0.05
N 0.37 -0.43 -0.95
O 1.02 -0.79 -1.94
C -1.08 -0.69 -1.10
C -1.88 -0.42 -0.06
C -3.23 -0.89 -0.06
C -3.73 -1.36 -1.26
C -2.85 -1.55 -2.34
C -1.53 -1.24 -2.33
H -1.45 0.00 0.83
H -3.82 -1.02 0.85
H -4.74 -1.67 -1.38
H -3.23 -1.89 -3.25
H -0.88 -1.53 -3.13

***

111
Properties=species:S:1:pos:R:3 method="wB97M-V/def2-TZVPD" total_charge=+1 e_homo_ev=-9.326 multiplicity=1 lumo_energy_ev=-8.30
C 5.19 -0.70 3.50
C 3.92 -0.22 2.81
C 3.38 -1.07 1.57
C 3.01 -0.41 0.13
C 4.35 -0.46 -0.75
Br 6.11 -0.01 0.15
C 4.46 0.34 -2.16
C 5.06 -0.67 -3.34
N 2.15 -1.59 -0.39
C 1.69 -1.51 -1.78
P 0.83 -3.20 -2.21
P 0.03 -3.10 -4.29
O -1.55 -3.13 -4.34
O 0.76 -1.70 -5.03
O 0.59 -4.55 -5.08
C 0.65 -0.20 -1.82
C -0.94 -0.64 -1.76
C -2.01 0.54 -1.39
C -3.58 0.04 -1.37
C -4.31 0.21 0.12
C -4.56 0.85 -2.43
C -4.09 0.77 -3.99
C -5.14 -0.29 -4.73
C -4.89 -1.79 -4.68
C -5.15 -2.73 -3.37
C -4.29 -2.43 -6.10
N 1.08 0.98 -1.06
C 0.78 2.32 -1.68
C 1.43 2.68 -3.12
C 1.12 4.08 -3.91
C 0.10 4.95 -2.99
C -0.48 4.41 -1.61
N -0.21 3.14 -0.92
C 2.04 0.91 0.07
C 1.13 1.15 1.46
C 0.34 -0.03 2.18
O 0.79 -0.46 3.39
Br -1.38 -0.94 1.74
P 3.05 2.58 0.21
O 2.15 3.77 0.84
O 3.79 3.21 -1.17
O 4.35 2.50 1.42
H 5.39 -1.82 3.79
H 5.97 0.18 3.71
H 3.46 0.72 3.35
H 4.22 -1.89 1.32
H 2.51 -1.77 2.01
H 4.51 -1.61 -1.05
H 5.20 1.24 -2.13
H 3.37 0.59 -2.49
H 4.55 -1.73 -3.34
H 6.23 -0.71 -3.37
H 4.73 -0.14 -4.36
H 2.69 -2.50 -0.26
H 1.29 -1.73 0.22
H 2.49 -1.45 -2.64
H -0.26 -3.47 -1.27
H 0.52 -1.63 -6.00
H 1.33 -4.34 -5.72
H 0.76 0.08 -2.98
H -1.28 -1.00 -2.85
H -1.19 -1.54 -1.06
H -1.96 1.41 -2.21
H -1.77 1.08 -0.36
H -3.56 -1.13 -1.62
H -5.44 0.49 0.04
H -3.70 0.94 0.83
H -4.23 -0.86 0.63
H -5.63 0.33 -2.33
H -4.70 1.93 -2.00
H -2.97 0.42 -4.06
H -4.24 1.87 -4.44
H -6.06 0.16 -5.31
H -5.70 -2.17 -2.48
H -5.77 -3.68 -3.71
H -4.12 -3.17 -2.96
H -5.23 -2.59 -6.79
H -3.62 -1.61 -6.59
H -3.73 -3.42 -5.81
H 2.15 1.92 -3.66
H 1.59 4.38 -4.94
H -0.22 6.02 -3.37
H -1.26 5.12 -1.05
H 0.31 2.00 1.31
H 1.82 1.64 2.30
H 4.78 3.40 -1.02
H 3.92 2.70 2.31
F 0.71 2.76 4.06
P 1.23 4.02 4.81
F 1.92 4.01 6.21
F 2.50 3.29 4.25
F 0.08 3.83 5.84
F 0.25 4.87 3.95
F 1.96 5.37 4.53
O -3.79 -1.32 7.70
S -2.96 -2.45 7.37
O -2.07 -3.06 8.34
O -2.12 -2.11 6.02
C -1.33 -0.93 5.98
C -0.03 -1.10 6.75
C -3.98 -3.72 6.68
H -1.90 -0.07 6.36
H -1.10 -0.73 4.93
H -0.22 -1.20 7.82
H 0.62 -0.23 6.60
H 0.49 -2.00 6.42
H -4.62 -3.28 5.91
H -4.60 -4.14 7.48
H -3.35 -4.50 6.26
Mg 0.04 -3.86 0.31
F 3.34 6.31 5.71